1.
{"formula": "C80H179N3OP3", "method": "the ωB97M-V functional and the def2-TZVPD basis", "multiplicity": 1, "lumo_ev": -8.54, "charge": 5, "largest_force_ev_per_a": 3.4, "symbols": ["N", "H", "H", "H", "H", "C", "H", "H", "C", "C", "C", "H", "H", "H", "H", "H", "H", "H", "H", "C", "H", "H", "H", "P", "H", "C", "C", "C", "H", "C", "H", "H", "H", "H", "H", "H", "H", "C", "H", "C", "C", "C", "H", "C", "C", "H", "C", "H", "H", "H", "H", "H", "C", "H", "H", "N", "C", "H", "C", "H", "H", "H", "H", "H", "O", "C", "H", "H", "H", "H", "P", "H", "H", "H", "H", "C", "H", "C", "C", "C", "H", "H", "C", "C", "H", "H", "H", "H", "H", "C", "H", "H", "H", "C", "H", "H", "C", "H", "C", "C", "H", "H", "H", "H", "H", "C", "H", "C", "H", "H", "C", "H", "C", "H", "H", "C", "H", "C", "H", "H", "H", "H", "H", "H", "H", "C", "H", "C", "H", "H", "H", "H", "H", "H", "C", "C", "C", "H", "H", "H", "C", "C", "H", "H", "C", "H", "H", "H", "C", "C", "C", "C", "H", "C", "H", "C", "H", "H", "H", "C", "H", "H", "H", "H", "H", "H", "H", "H", "H", "P", "H", "H", "H", "H", "H", "C", "H", "H", "H", "H", "C", "H", "H", "H", "C", "H", "H", "C", "H", "C", "C", "H", "H", "C", "C", "C", "H", "H", "C", "H", "C", "H", "C", "H", "H", "H", "H", "C", "H", "H", "C", "H", "H", "H", "H", "H", "H", "H", "C", "H", "C", "H", "H", "H", "H", "H", "H", "C", "H", "H", "H", "C", "H", "H", "H", "C", "H", "H", "H", "H", "H", "H", "C", "H", "H", "C", "C", "N", "H", "H", "H", "H", "H", "C", "C", "H", "C", "H", "H", "H", "C", "H", "C", "C", "H", "H"], "coordinates": [[4.376, 6.522, -1.936], [-5.098, 4.545, 0.520], [1.251, -1.804, -7.675], [-3.778, 2.769, -4.417], [-1.484, 1.686, -8.543], [-4.041, 3.020, 3.371], [4.239, -3.305, -3.580], [0.076, -1.797, -5.300], [-1.602, 2.477, -2.583], [-0.251, -3.852, -1.234], [3.450, -1.657, -5.615], [0.992, -4.655, 3.890], [2.875, 1.605, 0.320], [-4.841, -2.176, -0.951], [-2.734, 4.372, -2.577], [-0.289, 6.794, -1.311], [-5.569, 0.887, -0.139], [-1.608, 4.237, -4.004], [-1.509, 1.634, 0.517], [-3.450, 1.787, -4.757], [2.236, 1.371, 3.561], [-4.411, -0.155, -2.499], [-6.716, 0.648, 9.019], [-2.575, 1.119, -3.281], [4.899, 7.334, -4.478], [-0.438, 1.487, 5.160], [5.965, -2.138, -4.130], [-4.635, 3.030, 1.996], [8.019, -0.805, -5.217], [3.189, -2.739, -8.017], [6.149, 2.409, -5.150], [-3.503, 2.711, 8.508], [4.536, 8.719, -2.240], [5.142, -2.403, 7.094], [-0.717, 1.162, 4.158], [0.465, 3.068, 4.027], [3.699, 3.975, 1.889], [-5.863, -2.281, 0.797], [-3.470, 0.351, -1.133], [-5.127, -5.558, 1.721], [-3.225, -0.386, 6.034], [-3.950, -5.186, 0.777], [-1.496, 1.796, 6.888], [-4.574, -1.113, 5.968], [-3.674, 1.602, 3.831], [5.043, 5.072, -3.362], [-5.074, -3.018, -0.300], [-3.177, 2.238, -8.694], [2.733, -0.944, -6.024], [2.864, -2.258, -4.919], [-4.542, 0.943, 3.868], [6.031, -0.178, -6.687], [-5.864, -7.675, 0.450], [-2.383, -2.070, -3.558], [-2.559, -2.403, -1.120], [2.254, -3.117, 3.501], [5.850, 6.538, -1.520], [-1.536, -3.504, -6.326], [-2.588, 1.936, -6.015], [1.766, -0.959, 1.437], [-1.474, 0.280, 1.697], [8.319, 1.972, -4.050], [3.354, 5.610, -5.047], [6.162, -2.647, -5.074], [-1.127, -0.119, -0.298], [-4.394, -2.590, 6.628], [7.221, 0.801, -3.462], [1.256, 0.677, -1.432], [1.252, -3.536, -7.216], [4.028, 5.585, 2.095], [-3.236, 1.382, 5.551], [-5.499, -3.805, -0.923], [4.549, -0.925, 6.491], [4.785, -2.195, -2.375], [5.013, -2.297, -6.969], [3.900, 7.560, -4.105], [-5.634, 2.595, 1.963], [-6.037, 1.432, -0.959], [1.503, -2.016, 1.436], [-0.692, 4.782, -2.100], [-3.283, -3.542, 5.041], [-5.270, -3.218, 6.464], [-4.912, -2.399, 1.974], [-0.991, 0.727, 0.828], [-3.134, -4.348, 6.629], [6.268, -1.023, 6.903], [-2.809, -3.093, 2.197], [2.923, 2.533, 4.511], [-4.234, 2.520, -1.089], [1.099, -2.249, 2.910], [2.365, 6.406, -0.942], [4.366, 4.354, -0.189], [-0.211, 0.499, 5.563], [-0.963, 6.324, -2.027], [-3.483, 4.682, 1.348], [-3.782, 0.458, -7.090], [-4.545, 4.460, 1.456], [6.693, -2.439, 4.943], [-6.944, 0.447, -1.732], [-5.394, -7.034, 1.845], [-0.549, -4.596, -1.973], [3.582, 0.081, -0.129], [6.604, -3.677, -1.866], [2.807, -1.019, -2.314], [0.388, -2.825, 5.511], [-1.831, -1.477, -4.287], [-6.252, -7.148, 2.507], [-2.766, 0.854, -7.087], [0.320, 4.582, -2.452], [3.677, -4.325, 2.252], [-1.768, 4.028, -2.947], [-2.944, 2.782, -6.602], [-1.283, -3.836, -0.197], [2.173, 1.871, -2.260], [9.109, 0.386, -5.657], [3.410, 6.324, -0.642], [-3.027, -5.552, 1.228], [5.638, 0.380, -5.838], [6.421, -4.647, -3.398], [1.228, 4.730, 1.300], [9.179, -0.383, -3.949], [3.557, 4.642, -2.491], [-7.917, 0.335, -1.252], [1.445, 6.140, 2.014], [6.839, -1.693, -3.655], [-2.624, -3.439, -0.786], [-6.608, -8.434, 0.692], [6.645, 1.485, -5.446], [4.463, -4.347, -1.147], [-0.692, 4.426, -1.070], [-5.193, 2.339, 10.065], [-1.844, 6.474, -1.404], [2.948, 8.114, -2.285], [2.676, 4.262, -0.279], [-6.840, 1.723, 8.890], [4.032, -2.696, -6.710], [1.774, -4.184, 4.485], [-2.819, -4.090, -1.637], [1.964, -4.572, 1.962], [-2.747, -0.451, 7.011], [1.634, -2.795, -7.918], [-4.330, 2.120, 8.115], [0.826, -2.110, 0.587], [-4.112, -5.662, -0.191], [2.744, -2.793, 1.016], [1.702, 4.857, 3.082], [-4.839, -5.097, 2.666], [-6.138, -1.302, 0.405], [-1.058, -3.690, -5.363], [-3.893, 0.704, -2.074], [4.068, 5.436, -3.036], [-3.547, -2.739, 1.477], [-4.490, -7.435, 2.303], [4.310, 0.183, -3.117], [2.786, -1.504, 4.802], [3.472, 4.937, 0.036], [-1.325, -4.837, 0.233], [0.513, -3.859, 7.820], [3.408, -1.996, -8.783], [-1.336, -0.187, -3.703], [0.049, 0.788, 1.149], [-0.590, 0.447, -4.181], [-6.986, 0.851, -2.743], [-4.207, -2.490, 7.697], [-5.961, -5.052, 1.236], [6.206, 5.508, -1.533], [-6.439, -6.957, -0.134], [-0.141, -4.915, 6.486], [-5.395, -0.584, 6.453], [4.776, -0.739, -4.634], [5.875, 7.051, -0.558], [-4.019, 2.386, 1.370], [4.500, 1.243, -3.285], [2.620, -4.858, 4.620], [4.793, 0.886, -6.306], [0.766, 2.465, 4.884], [-0.136, -4.235, -5.562], [-1.095, -3.171, 0.646], [-2.494, -1.358, -5.144], [-4.883, -1.272, 4.935], [8.588, 0.013, -4.775], [5.534, -5.718, -1.338], [2.860, -3.208, 0.015], [2.285, 0.188, -3.721], [2.879, -0.069, -2.843], [7.208, 1.860, -6.301], [-0.555, 2.199, -2.709], [2.270, 0.908, -1.758], [-5.335, -3.055, 2.735], [-5.527, 2.494, 9.039], [2.718, -3.813, 2.176], [-4.653, 3.549, 4.101], [-0.881, -0.344, -2.725], [3.962, 7.864, -2.596], [3.294, -2.067, 4.019], [5.142, -2.870, -3.152], [-1.627, -4.338, -4.697], [6.308, 7.102, -2.331], [5.431, -1.564, 6.461], [-5.023, -8.109, -0.092], [-2.531, 1.389, -8.472], [3.529, 7.172, 0.032], [3.253, 6.159, -4.111], [-5.094, 2.530, -2.575], [3.393, -1.287, 3.264], [2.509, 1.095, 5.332], [2.195, 6.268, -3.871], [-3.256, -3.391, 6.121], [-2.674, 0.707, -9.310], [-4.382, 3.321, 6.328], [4.615, -2.857, 4.435], [-2.663, -0.829, 5.212], [-2.298, -2.903, 6.297], [-7.469, 1.928, 8.023], [4.214, 1.519, -0.642], [5.059, -3.321, 3.555], [0.222, -2.890, 2.998], [-2.168, -0.026, -6.850], [3.243, 1.035, -0.533], [0.878, -1.292, 3.382], [1.246, -3.430, 5.805], [-1.541, 2.209, -5.886], [1.507, -5.129, 7.097], [-0.931, 6.936, -2.928], [-4.949, 5.119, 2.224], [-7.597, 2.075, 9.590], [4.841, -0.181, -2.238], [3.344, 4.944, 1.538], [-4.050, 1.102, 8.385], [-6.545, -0.565, -1.811], [1.161, -3.086, -8.856], [-4.497, 2.258, 6.541], [6.066, -1.164, 4.283], [-6.542, 2.248, -0.443], [-1.760, 3.186, 5.880], [0.726, -4.396, 6.895], [4.303, -3.715, -6.431], [3.492, 8.441, -4.601], [3.542, -3.632, -8.533], [-4.927, -1.415, 2.441], [-5.863, 3.515, 8.860], [4.435, -3.651, 5.160], [5.920, -4.085, -2.610], [-2.785, 1.155, 3.388], [0.123, -2.516, -3.921], [1.898, 5.150, 2.051], [5.734, -1.923, 4.992], [-3.761, -3.648, 0.292], [-6.847, -2.697, 1.010], [-5.433, 1.846, 6.163], [3.654, -2.218, 1.186], [0.905, 3.083, 5.771], [1.998, -2.794, 6.272], [-1.660, 2.101, 5.854], [2.139, 1.778, 4.567], [-0.137, -2.850, -1.647], [4.912, -5.010, -1.886], [-3.178, -1.800, 1.064], [-4.235, 1.036, -4.842], [-3.140, 3.626, 3.461], [-0.630, -2.366, -4.695], [-1.653, 2.451, -1.495], [-4.860, 1.893, -1.722], [7.708, 1.131, -4.379], [4.128, -5.447, -2.504], [0.721, -4.031, -0.774]], "lowdin_charge": [-0.21, 0.07, 0.06, 0.09, 0.08, -0.24, 0.10, 0.08, -0.26, -0.09, -0.22, 0.12, 0.06, 0.10, 0.11, 0.05, 0.08, 0.11, 0.04, -0.23, 0.05, 0.08, 0.07, 1.05, 0.12, -0.23, -0.23, -0.28, 0.05, -0.23, 0.09, 0.11, 0.14, 0.08, 0.07, 0.09, 0.10, -0.12, 0.07, -0.21, -0.26, -0.04, 0.10, -0.18, -0.26, 0.12, -0.06, 0.09, 0.08, 0.07, 0.09, 0.10, -0.06, 0.10, 0.11, -0.19, 0.05, 0.09, -0.24, 0.09, 0.02, 0.12, 0.12, 0.10, -0.44, -0.22, 0.08, 0.08, 0.05, 0.12, 0.97, 0.14, 0.05, 0.09, 0.08, -0.12, 0.12, -0.27, -0.16, -0.26, 0.06, 0.12, -0.18, -0.34, 0.09, 0.08, 0.13, 0.07, 0.09, -0.07, 0.11, 0.11, 0.10, -0.09, 0.07, 0.11, -0.08, 0.11, -0.07, -0.20, 0.10, 0.06, 0.12, 0.11, 0.09, -0.23, 0.12, -0.28, 0.08, 0.13, -0.18, 0.11, -0.27, 0.09, 0.10, -0.05, 0.12, -0.25, 0.12, 0.06, 0.10, 0.10, 0.09, 0.07, 0.10, -0.09, 0.08, -0.22, 0.04, 0.09, 0.12, 0.07, 0.12, 0.09, -0.12, -0.19, -0.06, 0.13, 0.13, 0.11, -0.09, -0.21, 0.09, 0.12, -0.14, 0.06, 0.10, 0.09, -0.08, -0.25, -0.07, -0.12, 0.11, -0.29, 0.10, -0.22, 0.11, 0.09, 0.11, -0.26, 0.03, 0.09, 0.09, 0.12, 0.11, 0.10, 0.07, 0.07, 0.10, 1.11, 0.12, 0.09, 0.11, 0.13, 0.09, -0.20, 0.06, 0.09, 0.10, 0.08, -0.11, 0.08, 0.10, 0.10, -0.27, 0.12, 0.07, -0.19, 0.11, -0.24, -0.08, 0.11, 0.06, -0.10, -0.06, -0.31, 0.07, 0.11, -0.09, 0.07, -0.10, 0.14, -0.14, 0.11, 0.12, 0.07, 0.11, -0.14, 0.09, 0.10, -0.14, 0.09, 0.05, 0.07, 0.06, 0.10, 0.11, 0.09, -0.10, 0.12, -0.19, 0.11, 0.08, 0.08, 0.09, 0.08, 0.09, -0.24, 0.09, 0.05, 0.08, -0.23, 0.11, 0.12, 0.12, -0.08, 0.12, 0.14, 0.11, 0.10, 0.11, 0.11, -0.22, 0.07, 0.08, -0.08, -0.24, -0.13, 0.13, 0.10, 0.10, 0.11, 0.10, -0.27, -0.09, 0.07, -0.09, 0.13, 0.10, 0.12, -0.26, 0.06, -0.25, -0.29, 0.08, 0.07]}


2.
{"formula": "C3H2N2O2", "method": "the ωB97M-V functional and the def2-TZVPD basis", "multiplicity": 1, "de_lowest_ev": 1.4960, "lumo_ev": -0.30, "largest_force_ev_per_a": 1.2, "symbols": ["H", "C", "N", "O", "H", "N", "C", "O", "C"], "coordinates": [[-1.404, -1.926, -0.349], [-1.166, 1.076, 0.310], [-1.847, 2.006, 0.221], [0.585, -0.608, -0.293], [1.668, 0.883, 0.686], [-1.642, -1.060, 0.113], [1.733, 0.130, -0.110], [2.698, -0.108, -0.762], [-0.662, -0.274, 0.148]], "nbo_charge": [0.36, 0.17, -0.22, -0.50, 0.13, -0.54, 0.65, -0.49, 0.45]}


3.
{"formula": "C22H61N3O19Zn", "method": "the ωB97M-V functional and the def2-TZVPD basis", "multiplicity": 1, "lumo_ev": -1.88, "largest_force_ev_per_a": 5.6, "symbols": ["C", "H", "O", "O", "H", "H", "H", "H", "O", "H", "H", "H", "H", "O", "H", "C", "O", "H", "H", "H", "O", "H", "H", "H", "O", "H", "H", "H", "H", "H", "C", "O", "H", "H", "H", "C", "H", "H", "H", "H", "H", "H", "N", "O", "H", "O", "O", "H", "H", "H", "H", "H", "H", "C", "C", "H", "C", "H", "O", "H", "C", "H", "C", "C", "H", "H", "C", "C", "O", "N", "O", "O", "H", "H", "O", "N", "C", "H", "H", "H", "H", "C", "H", "H", "H", "H", "O", "H", "H", "H", "C", "C", "H", "C", "C", "Zn", "C", "C", "H", "O", "H", "H", "O", "C", "H", "C"], "coordinates": [[-1.634, -5.547, -1.002], [-2.058, -5.680, -1.997], [-2.590, -5.020, -0.259], [-1.667, -1.430, -4.391], [4.848, -2.852, 2.386], [0.513, 4.194, -1.277], [-1.457, -0.753, 3.450], [0.452, 0.367, -5.139], [-4.230, -0.882, -2.914], [0.094, -0.675, 1.444], [2.396, 0.201, 0.825], [-2.313, 0.537, 5.772], [-2.238, -1.769, 0.635], [2.672, 1.617, -3.087], [-2.686, -2.194, 3.054], [-2.828, -0.149, 5.100], [4.808, -3.324, 0.690], [-0.638, 2.510, 2.523], [2.525, 4.904, 2.321], [2.134, -0.272, -0.770], [-0.813, 5.019, -2.621], [-3.456, -2.269, -4.973], [-2.044, -0.547, -4.377], [-3.615, -0.218, -2.595], [0.316, 0.015, -3.005], [3.564, 5.406, 0.136], [1.844, 5.460, -3.246], [-2.266, 2.929, 2.971], [2.034, 2.027, -4.996], [0.860, 2.540, -3.851], [1.412, 5.934, -2.365], [-0.328, -3.725, -2.034], [5.980, -1.933, 3.314], [2.132, -2.909, 4.444], [-2.457, -5.223, 0.669], [-0.326, -4.753, -1.031], [6.195, -1.513, 0.498], [-4.367, -2.715, -0.085], [-0.865, 4.095, -2.876], [4.009, -1.897, -2.063], [-0.838, -1.284, 4.889], [-2.573, 3.897, -0.711], [-2.231, 4.025, 0.231], [-5.052, -0.706, 2.508], [0.206, 7.316, -2.885], [3.135, 3.682, -0.748], [4.249, -1.509, 5.188], [-2.713, -1.983, -2.024], [-2.383, 4.953, 0.601], [1.329, 4.799, 0.998], [2.423, 3.053, -0.603], [2.744, -3.262, 2.811], [2.190, 5.970, -1.602], [2.242, 4.374, 1.412], [-2.738, -2.345, -4.156], [0.887, -1.909, 0.608], [4.697, -2.424, -0.188], [-2.366, -3.368, -4.101], [-1.613, 1.891, 0.424], [2.122, -1.641, 3.229], [1.598, 0.141, 0.085], [-1.063, 4.247, 2.477], [-1.434, 3.231, 2.335], [3.853, -2.737, -1.386], [-0.677, -2.915, -1.657], [5.459, -0.707, -0.931], [1.588, 1.751, -4.040], [-4.150, -1.995, 0.705], [1.081, 7.321, -2.490], [5.477, -1.408, -0.204], [-2.841, -2.195, 1.249], [-2.517, -2.244, 3.997], [-4.191, -0.993, 0.278], [-3.474, -0.749, 5.742], [-3.541, 0.634, 4.218], [5.045, -2.301, 3.210], [2.679, -2.504, 3.592], [4.263, 3.976, 0.832], [4.149, -3.731, -1.722], [2.289, 1.327, -2.256], [1.715, 2.545, 1.043], [4.078, -2.059, 4.075], [-4.044, 0.115, 3.586], [-0.079, -4.369, -0.041], [-5.868, -0.511, 2.974], [-0.131, -0.805, -3.229], [-0.702, -1.002, -0.384], [-4.995, -2.785, 2.461], [-6.189, -2.040, 1.400], [0.446, -5.467, -1.318], [0.440, -0.929, 0.442], [-5.166, -1.960, 1.769], [-1.540, -6.532, -0.546], [-3.478, -2.028, -2.800], [1.010, 0.343, -4.202], [-0.695, 0.907, -1.168], [3.342, 4.373, 0.404], [-1.747, 2.998, 0.943], [2.852, -2.972, -1.025], [2.083, 3.012, 1.796], [0.050, 5.634, -0.790], [1.842, -0.329, -4.411], [1.233, 1.449, -0.400], [-1.806, -1.127, 4.412], [-4.157, -2.801, -2.443], [0.289, 5.155, -1.739]], "lowdin_charge": [-0.32, 0.12, -0.05, -0.08, 0.03, 0.10, 0.10, 0.12, -0.04, 0.09, 0.11, 0.11, 0.04, -0.06, 0.02, -0.25, -0.04, 0.10, 0.13, 0.07, -0.06, 0.12, 0.08, 0.07, -0.10, 0.11, 0.13, 0.10, 0.12, 0.10, -0.22, -0.08, 0.11, 0.08, 0.11, -0.20, 0.13, 0.11, 0.06, 0.08, 0.11, 0.11, 0.21, -0.08, 0.07, -0.05, -0.02, 0.10, 0.13, 0.10, 0.03, 0.07, 0.10, -0.22, -0.18, 0.10, -0.60, 0.12, -0.02, 0.07, -0.26, 0.10, 0.03, 0.01, 0.03, 0.13, -0.20, -0.22, -0.05, 0.20, -0.06, -0.08, 0.13, 0.11, -0.07, 0.16, 0.00, 0.12, 0.10, 0.02, 0.01, -0.58, 0.02, 0.12, 0.10, 0.06, -0.34, 0.13, 0.13, 0.11, -0.30, -0.19, 0.12, -0.26, -0.21, 0.90, -0.31, -0.56, 0.08, -0.07, 0.11, 0.14, -0.37, -0.23, 0.12, -0.27]}


4.
{"formula": "C5H9N2O2P", "method": "the ωB97M-V functional and the def2-TZVPD basis", "multiplicity": 1, "de_lowest_ev": 1.6837, "lumo_ev": 0.45, "largest_force_ev_per_a": 3.9, "symbols": ["H", "H", "O", "N", "N", "P", "H", "C", "H", "C", "H", "C", "C", "H", "H", "C", "O", "H", "H"], "coordinates": [[-0.918, 1.982, 1.055], [1.189, -2.853, -2.875], [1.987, -1.304, 0.582], [-0.752, 0.612, -0.519], [1.327, -1.889, -2.435], [-2.277, 0.365, -1.346], [-2.691, 1.675, -0.951], [0.549, 0.484, 1.490], [-1.731, 1.039, -2.411], [0.276, -0.344, -0.717], [1.162, 1.354, 1.739], [-0.813, 0.902, 0.847], [0.985, -0.495, 0.437], [-1.673, 0.360, 1.289], [0.399, 0.071, 2.461], [0.191, -1.198, -1.889], [-0.877, -1.455, -2.396], [2.178, -1.876, -1.872], [2.046, -1.635, 1.437]], "nbo_charge": [0.20, 0.40, -0.66, -0.68, -0.84, 0.56, -0.09, -0.48, -0.04, -0.05, 0.22, -0.19, 0.32, 0.17, 0.21, 0.66, -0.59, 0.39, 0.48]}